Below is C30H74AsBaF6N2O18P4 as an isolated structure in a non-equilibrium geometry, with properties calculated with ωB97M-V/def2-TZVPD.

Its total energy is -6877.65252 Eh. Its LUMO energy is -0.132 hartree. The net charge is +1. For the frontier orbital gap, the calculation gives 7.629 eV. The calculation puts the max |F| at 0.037 hartree/bohr.

Geometry (Å):
Ba (3.231, 0.714, 2.650)
As (0.157, 0.116, 0.514)
F (-1.141, 1.032, -0.090)
F (-0.077, -1.016, -0.743)
F (1.561, -0.838, 1.120)
F (0.504, 1.159, 1.891)
F (-0.846, -0.798, 1.562)
F (1.303, 1.014, -0.399)
C (-2.180, 2.392, 3.595)
O (-1.472, 3.324, 3.898)
N (-2.102, 1.150, 4.146)
C (-2.982, 0.079, 3.697)
C (-1.071, 0.762, 5.040)
H (-2.977, 2.427, 2.833)
H (-2.438, -0.696, 3.159)
H (-3.839, 0.486, 3.167)
H (-3.417, -0.429, 4.570)
H (-1.477, 0.350, 5.971)
H (-0.297, 0.044, 4.726)
H (-0.489, 1.640, 5.334)
C (4.177, 0.927, -0.854)
O (4.495, 1.105, 0.344)
N (4.592, -0.075, -1.593)
C (4.022, -0.323, -2.925)
C (5.649, -0.938, -1.161)
H (3.490, 1.605, -1.364)
H (3.832, -1.391, -3.015)
H (4.688, 0.037, -3.708)
H (3.079, 0.216, -2.987)
H (6.399, -1.122, -1.932)
H (6.186, -0.562, -0.295)
H (5.277, -1.939, -0.911)
C (1.546, 4.945, -1.306)
C (1.014, 6.313, -0.871)
O (-0.397, 6.312, -0.762)
P (-1.013, 6.123, 0.668)
O (-0.271, 5.170, 1.490)
O (-1.081, 7.607, 1.178)
C (-1.373, 7.855, 2.605)
C (-2.079, 9.180, 2.684)
O (-2.517, 5.771, 0.362)
C (-3.085, 4.559, 0.899)
C (-3.021, 3.433, -0.105)
H (2.603, 5.150, -1.490)
H (1.295, 4.298, -0.466)
H (1.081, 4.681, -2.252)
H (1.487, 6.710, 0.030)
H (1.297, 7.040, -1.642)
H (-1.922, 6.993, 2.974)
H (-0.367, 7.949, 3.005)
H (-1.342, 9.990, 2.690)
H (-2.692, 9.435, 1.821)
H (-2.649, 9.291, 3.606)
H (-2.586, 4.274, 1.825)
H (-4.135, 4.779, 1.089)
H (-2.001, 3.241, -0.448)
H (-3.334, 2.476, 0.327)
H (-3.654, 3.581, -0.982)
C (-5.280, -0.411, -0.268)
C (-6.325, -0.324, -1.357)
O (-6.241, 0.964, -1.977)
P (-6.056, 1.098, -3.536)
O (-5.958, 2.478, -4.007)
O (-4.790, 0.205, -3.887)
C (-3.520, 0.815, -4.178)
C (-2.741, 0.996, -2.909)
O (-7.224, 0.222, -4.127)
C (-8.076, 0.758, -5.168)
C (-7.389, 0.721, -6.511)
H (-5.399, -1.316, 0.333)
H (-4.269, -0.384, -0.669)
H (-5.455, 0.401, 0.442)
H (-6.192, -1.125, -2.088)
H (-7.323, -0.476, -0.941)
H (-3.005, 0.124, -4.848)
H (-3.668, 1.739, -4.733)
H (-1.735, 1.410, -3.042)
H (-3.215, 1.771, -2.297)
H (-2.573, 0.101, -2.312)
H (-8.951, 0.113, -5.161)
H (-8.390, 1.761, -4.876)
H (-7.180, -0.332, -6.734)
H (-8.008, 1.126, -7.306)
H (-6.394, 1.164, -6.464)
C (7.203, -4.027, -4.892)
C (6.261, -3.087, -4.192)
O (5.484, -3.777, -3.195)
P (4.157, -4.561, -3.551)
O (4.283, -5.929, -4.032)
O (3.397, -4.375, -2.195)
C (1.969, -4.638, -2.174)
C (1.329, -3.683, -1.163)
O (3.320, -3.641, -4.543)
C (3.551, -3.550, -5.949)
C (2.232, -3.760, -6.657)
H (7.630, -3.610, -5.806)
H (8.047, -4.238, -4.236)
H (6.720, -4.965, -5.167)
H (6.852, -2.387, -3.596)
H (5.634, -2.474, -4.837)
H (1.498, -4.472, -3.139)
H (1.859, -5.661, -1.819)
H (0.408, -4.139, -0.804)
H (1.980, -3.488, -0.311)
H (1.164, -2.752, -1.697)
H (3.924, -2.556, -6.213)
H (4.296, -4.271, -6.287)
H (2.334, -4.022, -7.709)
H (1.758, -4.630, -6.191)
H (1.551, -2.918, -6.545)
C (5.292, -4.470, 5.789)
C (4.403, -3.269, 5.603)
O (3.051, -3.671, 5.355)
P (1.988, -2.676, 4.810)
O (2.442, -1.776, 3.731)
O (0.839, -3.626, 4.404)
C (-0.161, -3.135, 3.474)
C (-1.386, -4.027, 3.607)
O (1.513, -1.881, 6.093)
C (0.304, -2.218, 6.796)
C (0.380, -1.672, 8.206)
H (6.338, -4.205, 5.645)
H (5.120, -4.970, 6.738)
H (5.084, -5.192, 4.993)
H (4.473, -2.614, 6.481)
H (4.738, -2.618, 4.788)
H (-0.460, -2.112, 3.717)
H (0.229, -3.116, 2.459)
H (-1.229, -5.011, 3.177)
H (-1.682, -4.053, 4.655)
H (-2.211, -3.552, 3.071)
H (-0.555, -1.800, 6.259)
H (0.080, -3.286, 6.813)
H (1.103, -2.260, 8.777)
H (0.772, -0.655, 8.207)
H (-0.583, -1.729, 8.706)

---

Below is a 7-piece molecular cluster, C30H74Cl4N9O7P3 overall in a non-equilibrium geometry, with properties calculated with ωB97M-V/def2-TZVPD.

Its total energy is -5071.77817 Eh. Its LUMO energy (alpha / beta) is 0.071 / 0.071 hartree. The spin multiplicity is 2. The net charge is -1. For the frontier orbital gap (alpha / beta), the calculation gives 1.694 / 8.257 eV. The calculation puts the max |F| at 0.076 hartree/bohr. As for the expectation value of S²: 0.75.

Geometry (Å):
Cl (0.905, -7.927, 11.035)
C (2.533, -7.679, 10.293)
C (2.454, -7.589, 8.851)
Cl (1.703, -9.073, 8.084)
H (3.209, -8.462, 10.637)
H (2.951, -6.766, 10.717)
H (3.494, -7.583, 8.523)
H (1.965, -6.677, 8.510)
Cl (4.341, -9.538, 13.919)
C (3.909, -7.827, 13.837)
C (3.071, -7.188, 14.915)
Cl (4.044, -7.041, 16.471)
H (3.473, -7.623, 12.859)
H (4.838, -7.258, 13.789)
H (2.239, -7.878, 15.058)
H (2.757, -6.180, 14.645)
O (-3.566, -5.429, 12.333)
P (-3.504, -6.211, 11.095)
N (-3.634, -7.800, 11.581)
C (-2.508, -8.741, 11.506)
C (-4.610, -8.264, 12.579)
N (-2.137, -5.989, 10.112)
C (-1.156, -4.896, 10.428)
C (-1.789, -6.820, 8.975)
N (-4.962, -5.898, 10.189)
C (-5.186, -6.636, 8.948)
C (-6.104, -5.179, 10.825)
H (-2.652, -9.677, 12.046)
H (-1.713, -8.269, 12.083)
H (-2.323, -8.969, 10.456)
H (-5.565, -7.739, 12.564)
H (-4.278, -8.311, 13.616)
H (-4.699, -9.313, 12.294)
H (-0.888, -4.864, 11.484)
H (-0.207, -4.981, 9.898)
H (-1.459, -3.904, 10.093)
H (-2.446, -7.690, 9.010)
H (-1.937, -6.311, 8.023)
H (-0.791, -7.119, 9.296)
H (-6.230, -6.725, 8.650)
H (-4.553, -6.126, 8.222)
H (-4.706, -7.608, 9.062)
H (-5.783, -5.182, 11.866)
H (-6.962, -5.835, 10.970)
H (-6.345, -4.201, 10.407)
O (0.543, -4.050, 3.386)
P (1.577, -4.160, 4.417)
N (1.999, -5.772, 4.789)
C (3.251, -6.293, 5.262)
C (0.940, -6.717, 4.479)
N (1.199, -3.464, 5.954)
C (-0.222, -3.385, 6.348)
C (2.102, -3.648, 7.063)
N (2.944, -3.247, 3.994)
C (3.833, -3.790, 2.942)
C (3.060, -1.798, 4.160)
H (3.096, -7.112, 5.965)
H (3.802, -5.439, 5.657)
H (3.877, -6.678, 4.457)
H (0.044, -6.526, 5.071)
H (1.326, -7.720, 4.657)
H (0.545, -6.525, 3.482)
H (-0.346, -2.948, 7.339)
H (-0.893, -2.813, 5.708)
H (-0.559, -4.419, 6.434)
H (1.972, -4.688, 7.365)
H (3.150, -3.635, 6.762)
H (1.761, -2.908, 7.786)
H (4.827, -3.367, 3.084)
H (3.908, -4.875, 3.008)
H (3.462, -3.377, 2.004)
H (4.076, -1.470, 4.377)
H (2.385, -1.327, 4.875)
H (2.896, -1.387, 3.163)
O (-1.417, -13.348, 6.936)
P (-2.444, -12.621, 6.079)
N (-1.999, -12.552, 4.412)
C (-0.908, -13.437, 3.948)
C (-2.584, -11.587, 3.408)
N (-2.496, -10.998, 6.584)
C (-3.260, -10.592, 7.729)
C (-1.274, -10.236, 6.495)
N (-4.080, -13.250, 6.068)
C (-4.508, -14.297, 7.010)
C (-5.117, -13.088, 5.039)
H (-1.131, -13.985, 3.032)
H (-0.564, -14.064, 4.771)
H (-0.006, -12.883, 3.689)
H (-1.739, -11.047, 2.981)
H (-3.229, -10.849, 3.884)
H (-2.989, -12.041, 2.503)
H (-2.893, -11.180, 8.571)
H (-3.260, -9.544, 8.030)
H (-4.269, -10.955, 7.534)
H (-1.470, -9.170, 6.608)
H (-0.567, -10.665, 7.205)
H (-0.952, -10.264, 5.455)
H (-5.188, -13.925, 7.776)
H (-4.898, -15.145, 6.447)
H (-3.718, -14.697, 7.646)
H (-6.084, -13.437, 5.401)
H (-4.802, -13.714, 4.204)
H (-5.042, -12.120, 4.544)
O (5.775, -8.240, 10.421)
C (6.578, -9.166, 10.513)
O (7.110, -9.926, 9.467)
C (7.966, -10.964, 9.885)
C (8.329, -10.751, 11.329)
C (7.224, -9.727, 11.827)
H (8.851, -11.026, 9.251)
H (7.398, -11.878, 9.717)
H (9.312, -10.325, 11.534)
H (8.287, -11.590, 12.023)
H (7.548, -8.891, 12.447)
H (6.416, -10.200, 12.385)
O (4.201, -4.854, 9.370)
C (3.600, -3.844, 9.833)
O (4.074, -2.578, 9.763)
C (3.207, -1.569, 10.258)
C (1.975, -2.353, 10.703)
C (2.483, -3.827, 10.775)
H (3.029, -0.854, 9.456)
H (3.721, -1.064, 11.076)
H (1.230, -2.158, 9.933)
H (1.533, -2.033, 11.647)
H (1.666, -4.364, 10.292)
H (2.520, -4.096, 11.830)

---

Below is C30H74NbO12 as an isolated structure in a non-equilibrium geometry, with properties calculated with ωB97M-V/def2-TZVPD.

Its total energy is -2146.82439 Eh. Its LUMO energy is 0.070 hartree. For the energy above the lowest of the compared OMol25 structures with the same formula, charge and spin, the calculation gives 0.0 kcal per mole. The net charge is -1. For the frontier orbital gap, the calculation gives 6.921 eV. The calculation puts the max |F| at 0.041 hartree/bohr.

Geometry (Å):
C (1.994, -3.298, -0.780)
O (0.645, -3.628, -1.019)
C (-0.325, -2.751, -0.495)
C (-1.077, -2.002, -1.584)
C (-0.159, -1.100, -2.417)
C (-0.150, 0.340, -1.914)
C (0.466, 0.579, -0.538)
C (1.975, 0.369, -0.428)
C (2.832, 1.422, -1.154)
Nb (4.961, 0.689, -1.574)
C (4.684, 0.566, -3.850)
C (3.318, 0.007, -4.101)
O (2.657, 0.185, -5.105)
H (2.446, -2.778, -1.626)
H (2.561, -4.213, -0.622)
H (2.119, -2.665, 0.099)
H (-1.061, -3.373, 0.023)
H (0.077, -2.070, 0.256)
H (-1.487, -2.773, -2.237)
H (-1.911, -1.442, -1.165)
H (0.824, -1.562, -2.457)
H (-0.511, -1.075, -3.448)
H (0.325, 1.000, -2.637)
H (-1.193, 0.660, -1.850)
H (-0.037, -0.035, 0.213)
H (0.265, 1.616, -0.258)
H (2.232, -0.646, -0.723)
H (2.224, 0.431, 0.633)
H (2.956, 2.296, -0.507)
H (2.331, 1.783, -2.055)
H (4.557, -1.100, -1.289)
H (6.636, 0.012, -1.945)
H (5.687, 2.351, -1.865)
H (5.593, 0.906, 0.139)
H (5.387, -0.131, -4.304)
H (4.738, 1.532, -4.345)
H (2.883, -0.618, -3.292)
C (1.605, -2.824, 6.340)
O (2.175, -3.241, 5.118)
C (1.290, -4.002, 4.310)
C (0.686, -3.174, 3.202)
O (-0.171, -2.162, 3.709)
C (0.411, -0.875, 3.563)
H (2.298, -2.121, 6.800)
H (0.644, -2.325, 6.187)
H (1.466, -3.676, 7.017)
H (0.496, -4.443, 4.921)
H (1.871, -4.818, 3.869)
H (0.087, -3.830, 2.561)
H (1.467, -2.722, 2.584)
H (0.398, -0.566, 2.512)
H (1.439, -0.849, 3.928)
H (-0.189, -0.172, 4.140)
C (-4.383, -2.862, -3.439)
O (-4.665, -2.117, -2.268)
C (-4.987, -0.762, -2.532)
C (-6.473, -0.513, -2.434)
O (-7.192, -1.183, -3.460)
C (-7.818, -2.371, -3.021)
H (-4.305, -3.909, -3.154)
H (-5.175, -2.752, -4.184)
H (-3.429, -2.545, -3.873)
H (-4.617, -0.462, -3.517)
H (-4.477, -0.150, -1.781)
H (-6.664, 0.559, -2.547)
H (-6.838, -0.821, -1.449)
H (-8.659, -2.139, -2.356)
H (-7.120, -3.032, -2.501)
H (-8.201, -2.886, -3.902)
C (5.451, 2.832, 4.434)
O (4.943, 3.485, 3.285)
C (4.566, 2.574, 2.257)
C (3.073, 2.375, 2.200)
O (2.575, 1.725, 3.366)
C (1.929, 2.603, 4.263)
H (5.565, 3.579, 5.219)
H (4.774, 2.049, 4.783)
H (6.434, 2.396, 4.222)
H (5.066, 1.612, 2.399)
H (4.902, 2.990, 1.302)
H (2.841, 1.738, 1.342)
H (2.567, 3.334, 2.055)
H (0.977, 2.955, 3.848)
H (2.556, 3.465, 4.506)
H (1.725, 2.045, 5.177)
C (8.220, 4.655, 2.869)
O (8.758, 3.348, 2.977)
C (8.370, 2.508, 1.896)
C (9.481, 2.349, 0.885)
O (9.771, 3.573, 0.227)
C (10.927, 4.215, 0.719)
H (8.694, 5.276, 3.629)
H (8.417, 5.089, 1.885)
H (7.141, 4.639, 3.046)
H (7.474, 2.902, 1.408)
H (8.124, 1.524, 2.309)
H (9.168, 1.629, 0.124)
H (10.378, 1.958, 1.376)
H (11.831, 3.661, 0.437)
H (10.897, 4.324, 1.806)
H (10.970, 5.204, 0.264)
C (-13.764, 0.279, -1.552)
O (-13.182, -1.009, -1.607)
C (-13.319, -1.638, -2.871)
C (-12.045, -1.560, -3.679)
O (-11.743, -0.228, -4.057)
C (-10.727, 0.365, -3.266)
H (-13.465, 0.732, -0.608)
H (-13.421, 0.911, -2.375)
H (-14.858, 0.213, -1.580)
H (-14.145, -1.193, -3.434)
H (-13.561, -2.690, -2.689)
H (-12.171, -2.142, -4.597)
H (-11.216, -1.996, -3.113)
H (-9.754, -0.090, -3.484)
H (-10.943, 0.274, -2.199)
H (-10.683, 1.421, -3.528)

---

Below is C30H75BCdF4N5 as an isolated structure in a non-equilibrium geometry, with properties calculated with ωB97M-V/def2-TZVPD.

Its total energy is -2053.66690 Eh. Its LUMO energy is -0.211 hartree. For the energy above the lowest of the compared OMol25 structures with the same formula, charge and spin, the calculation gives 65.7 kcal per mole. The net charge is +1. For the frontier orbital gap, the calculation gives 3.721 eV. The calculation puts the max |F| at 0.121 hartree/bohr.

Geometry (Å):
Cd (2.472, -0.154, 1.413)
B (0.470, 0.326, 0.492)
F (1.517, 0.540, -0.314)
F (0.531, -1.009, 0.732)
F (0.790, 1.026, 1.649)
F (-0.705, 0.814, 0.022)
C (-1.615, -5.557, -0.433)
C (-2.853, -4.915, -1.030)
N (-2.484, -3.889, -2.064)
C (-3.625, -3.564, -2.916)
C (-4.031, -4.748, -3.771)
C (-1.811, -2.690, -1.542)
C (-1.107, -1.898, -2.691)
H (-1.133, -4.943, 0.329)
H (-0.920, -5.878, -1.209)
H (-1.855, -6.495, 0.067)
H (-3.409, -5.759, -1.437)
H (-3.495, -4.517, -0.244)
H (-4.457, -3.304, -2.261)
H (-3.359, -2.716, -3.546)
H (-4.869, -4.430, -4.391)
H (-3.223, -5.214, -4.336)
H (-4.473, -5.503, -3.121)
H (-1.030, -2.952, -0.829)
H (-2.453, -1.984, -1.015)
H (-0.414, -2.443, -3.331)
H (-0.552, -1.032, -2.328)
H (-1.847, -1.360, -3.284)
C (2.586, 1.322, 4.271)
C (3.056, -0.122, 4.264)
N (2.313, -1.019, 3.372)
C (0.927, -1.178, 3.882)
C (0.814, -1.652, 5.340)
C (3.068, -2.284, 3.480)
C (2.379, -3.417, 2.701)
H (3.191, 1.741, 5.075)
H (1.509, 1.445, 4.389)
H (2.904, 1.812, 3.350)
H (4.085, -0.132, 3.903)
H (3.129, -0.464, 5.297)
H (0.351, -0.260, 3.762)
H (0.370, -1.831, 3.210)
H (1.159, -0.834, 5.972)
H (-0.235, -1.735, 5.625)
H (1.342, -2.601, 5.430)
H (3.109, -2.615, 4.518)
H (4.031, -2.081, 3.012)
H (1.879, -3.066, 1.798)
H (1.642, -3.924, 3.324)
H (3.109, -4.159, 2.379)
C (5.167, -0.691, -6.135)
C (5.414, -1.829, -5.159)
N (4.811, -1.584, -3.813)
C (3.364, -1.760, -3.818)
C (2.745, -1.313, -2.454)
C (5.423, -2.498, -2.836)
C (6.926, -2.408, -2.567)
H (5.626, 0.206, -5.717)
H (4.101, -0.547, -6.306)
H (5.652, -0.973, -7.069)
H (4.986, -2.729, -5.601)
H (6.480, -2.049, -5.090)
H (3.015, -2.732, -4.169)
H (2.945, -1.063, -4.544)
H (3.098, -0.367, -2.044)
H (2.879, -2.138, -1.755)
H (1.674, -1.265, -2.652)
H (4.986, -2.491, -1.838)
H (5.127, -3.486, -3.191)
H (7.249, -1.429, -2.212)
H (7.213, -3.227, -1.907)
H (7.523, -2.464, -3.477)
C (-3.601, 4.990, -1.914)
C (-3.077, 4.458, -3.243)
N (-3.144, 2.997, -3.430)
C (-4.485, 2.399, -3.423)
C (-5.382, 2.864, -4.502)
C (-2.236, 2.238, -2.550)
C (-0.740, 2.634, -2.666)
H (-3.636, 6.079, -1.918)
H (-2.953, 4.713, -1.082)
H (-4.570, 4.523, -1.734)
H (-3.627, 4.950, -4.045)
H (-2.041, 4.753, -3.414)
H (-4.432, 1.310, -3.429)
H (-4.943, 2.638, -2.463)
H (-5.647, 3.918, -4.422)
H (-4.866, 2.697, -5.447)
H (-6.283, 2.251, -4.477)
H (-2.342, 1.158, -2.651)
H (-2.536, 2.394, -1.514)
H (-0.492, 3.587, -2.199)
H (-0.459, 2.562, -3.717)
H (-0.085, 1.923, -2.162)
C (-0.412, 4.887, 6.531)
C (-0.205, 4.259, 5.158)
N (-1.437, 3.541, 4.723)
C (-1.502, 2.196, 5.246)
C (-2.945, 1.691, 5.484)
C (-1.540, 3.436, 3.243)
C (-1.946, 4.794, 2.602)
H (-0.817, 4.197, 7.271)
H (-1.106, 5.725, 6.471)
H (0.535, 5.308, 6.873)
H (0.100, 4.960, 4.382)
H (0.665, 3.604, 5.191)
H (-0.980, 1.462, 4.632)
H (-0.923, 2.190, 6.170)
H (-3.361, 1.174, 4.619)
H (-2.915, 0.992, 6.319)
H (-3.588, 2.524, 5.770)
H (-2.267, 2.680, 2.947)
H (-0.600, 3.138, 2.778)
H (-2.921, 5.055, 3.013)
H (-2.116, 4.630, 1.538)
H (-1.320, 5.656, 2.832)